21
Properties=species:S:1:pos:R:3:mulliken_charge:R:1 method="wB97M-V/def2-TZVPD" de_lowest_kj_mol=168.8 gap_ha=0.349 smiles=NCCCN.O.O
O -0.68553 -2.36749 0.92302 -0.613
O -0.87536 0.91513 6.44352 -0.630
N 1.87005 -1.46672 -2.09183 -0.645
N -0.44438 2.35333 -2.09935 -0.466
C -0.74197 1.27941 -1.16276 -0.452
C -0.12130 -0.02525 -1.75423 -0.623
C 1.35430 -0.21194 -1.43685 -0.631
H 1.50919 -2.20746 -1.49921 0.306
H -1.18643 3.02186 -2.23295 0.161
H 2.04540 0.60850 -1.47366 0.381
H 1.36926 -1.56543 -2.97277 0.279
H -0.67998 -0.94503 -1.53410 0.349
H -0.44730 0.74328 5.59906 0.316
H -0.99414 -0.01936 6.64131 0.314
H -0.28555 1.34167 -0.16056 0.197
H -0.27879 0.11138 -2.83757 0.385
H 1.25781 -0.48464 -0.35213 0.327
H -1.82503 1.18826 -1.22735 0.344
H 0.40715 2.86378 -2.24220 0.149
H -1.07977 -3.24912 0.78357 0.312
H -0.34686 -2.28526 0.00890 0.241

21
Properties=species:S:1:pos:R:3:mulliken_charge:R:1 method="wB97M-V/def2-TZVPD" de_lowest_kj_mol=225.2 gap_ha=0.377 smiles=NCCCN.O.O
O -4.47419 1.12949 -2.68599 -0.651
O -1.08147 -0.28917 -3.46850 -0.652
N 3.19680 -1.46022 1.55880 -0.623
N -0.70728 1.50113 0.48400 -0.701
C 1.01760 -0.43716 0.58295 -0.264
C -0.23198 0.26719 1.10452 -0.595
C 1.89575 -0.63069 1.80498 -0.641
H 2.96915 -2.47174 1.69232 0.256
H 2.28869 0.23956 2.44476 0.235
H 0.05336 0.64046 2.09938 0.420
H 0.00220 2.17238 0.65795 0.240
H 3.51538 -1.36317 0.58813 0.262
H 1.54009 0.31841 -0.08236 0.260
H -0.05540 -0.45409 -3.38458 0.324
H -1.49405 1.88893 1.10903 0.278
H -1.15471 -0.37945 1.32235 0.325
H 1.07074 -1.00913 2.51531 0.315
H 0.92335 -1.36041 -0.03499 0.250
H -1.25265 0.26293 -2.70379 0.311
H -3.53444 1.28994 -2.95931 0.326
H -4.48695 0.14482 -2.64494 0.326

22
Properties=species:S:1:pos:R:3:mulliken_charge:R:1 method="wB97M-V/def2-TZVPD" de_lowest_kj_mol=341.7 gap_ha=0.302
S 1.42281 -2.18428 2.09057 -0.239
O -1.00849 0.17212 -3.63055 -0.657
O -0.06250 -2.09737 -0.60694 -0.634
N -1.55624 0.35870 -0.54429 -0.675
N 0.08509 1.52703 0.87596 -0.500
C 0.45155 -0.48955 2.15745 -0.486
C 0.97690 0.39342 1.03655 -0.891
C -0.66427 1.49589 -0.52839 -0.561
H 0.56771 0.00000 3.09937 0.400
H -1.97955 0.31069 0.32336 0.329
H -1.25405 2.38494 -0.34850 0.371
H -1.09011 -0.50592 -0.57341 0.287
H 1.91536 0.71256 1.49791 0.325
H 0.67687 2.42626 0.75349 0.271
H 0.09173 1.45356 -1.31449 0.426
H 2.92065 -0.87891 1.48510 0.168
H -0.59761 -0.77947 2.06380 0.291
H -1.61193 0.47888 -4.28180 0.295
H -1.44015 0.16844 -2.74815 0.380
H 1.23294 -0.25097 0.21296 0.608
H 0.51006 -2.06455 0.21540 0.219
H 0.41323 -2.63149 -1.23540 0.272

22
Properties=species:S:1:pos:R:3:lowdin_spin:R:1 method="wB97M-V/def2-TZVPD" de_lowest_kj_mol=218.6 multiplicity=2 gap_ha="0.397 / 0.198" total_charge=+1
O -2.80835 1.69413 0.59273 0.000
O -1.61090 -0.38159 -0.98210 0.017
O -0.36573 -2.51684 0.61783 0.001
N 2.47617 -0.37641 0.06193 0.679
N -0.00286 0.23874 1.14913 0.000
C 1.85503 0.82441 -0.30934 0.130
C -0.25814 -0.12172 -1.28615 0.015
C 0.32286 0.78551 -0.18630 0.045
H -0.63994 -3.04642 1.37468 0.000
H -2.49714 0.90234 0.13594 0.000
H -0.10601 -1.62539 0.96086 0.000
H -0.25095 0.42580 -2.23261 0.000
H -0.94163 0.51147 1.42054 0.000
H 2.26289 1.71529 0.18990 0.061
H 3.03392 -0.87834 -0.64936 0.015
H 2.12879 1.04191 -1.34573 0.018
H 0.34224 -1.03259 -1.37161 0.002
H -1.64685 -1.30984 -0.69437 0.001
H -3.74501 1.74706 0.37647 0.000
H 1.85307 -1.04032 0.56418 0.014
H 0.61186 0.63096 1.85795 0.001
H -0.01330 1.81185 -0.24458 0.000

23
Properties=species:S:1:pos:R:3:mulliken_charge:R:1 method="wB97M-V/def2-TZVPD" de_lowest_kj_mol=0.0 gap_ha=0.351 smiles="NCCC(N)=O.O.O.O"
O 2.87549 -1.90169 -1.97376 -0.669
O -3.37376 -0.33425 2.57414 -0.661
O -2.98615 1.40430 0.11097 -0.666
O 1.83845 0.78984 -1.31328 -0.699
N -0.23305 1.66754 -1.24361 -0.312
N 1.33834 -0.38574 1.89441 -0.653
C 0.99055 -1.19463 0.72382 -0.527
C 0.07973 -0.52310 -0.28527 -0.042
C 0.65905 0.67061 -1.00704 0.582
H -3.65906 0.82635 -0.26635 0.323
H 0.53244 0.14085 2.20246 0.241
H -4.11424 0.04014 3.06252 0.315
H -2.87414 1.02879 1.00283 0.305
H -2.72442 -0.57934 3.25432 0.328
H 2.03410 0.29597 1.61001 0.273
H 2.76977 -1.68734 -2.91336 0.308
H 0.12816 2.52947 -1.61188 0.232
H 1.91283 -1.56102 0.28414 0.173
H 0.52968 -2.12394 1.06245 0.371
H -0.33432 -1.25163 -0.98134 0.323
H -1.21674 1.56229 -1.04429 0.200
H -0.81766 -0.22546 0.25241 -0.094
H 2.68554 -1.02847 -1.58945 0.351

20
Properties=species:S:1:pos:R:3:mulliken_charge:R:1 method="wB97M-V/def2-TZVPD" de_lowest_kj_mol=40.0 gap_ha=0.476 total_charge=+1
O 2.12052 0.38078 1.51920 -0.629
O 1.65178 -0.91352 -1.75814 -0.676
N -0.37742 -0.28361 0.31926 0.092
C -0.80090 -1.63983 0.78211 -0.875
C -1.13581 1.87954 -0.64140 -1.106
C -1.53452 0.47268 -0.25535 -0.375
H 0.03508 -2.32830 0.67516 0.336
H 0.29430 -0.41333 -0.44199 0.174
H -1.57403 -2.00243 0.11994 0.365
H 2.00983 -1.67582 -1.27769 0.310
H -1.94240 2.58583 -0.46861 0.352
H 2.92108 0.38102 0.98148 0.305
H -2.30395 0.50936 0.52137 0.410
H -1.12670 -1.62691 1.81334 0.348
H 0.11978 0.21428 1.05809 0.343
H -1.91595 -0.13026 -1.07515 0.381
H 2.34753 -0.65013 -2.36939 0.316
H 2.31819 1.03936 2.19838 0.318
H -0.29423 2.22877 -0.02947 0.285
H -0.81218 1.97249 -1.67114 0.323

20
Properties=species:S:1:pos:R:3:mulliken_charge:R:1 method="wB97M-V/def2-TZVPD" de_lowest_kj_mol=177.8 gap_ha=0.437 total_charge=+1
O 1.06390 -1.45515 3.17674 -0.635
O -1.66078 -1.78012 0.75794 -0.632
N 0.18625 0.25533 -0.24041 -0.074
C 0.83068 0.50674 -2.79159 -1.170
C -0.07204 1.44761 0.76852 -0.814
C -0.35304 0.55807 -1.69751 -0.279
H 1.58188 1.27279 -2.52633 0.343
H -0.55639 1.01846 1.65480 0.283
H 1.38052 -0.43224 -2.73404 0.384
H -0.92617 2.03628 0.50636 0.386
H -0.20539 -0.47532 0.30878 0.209
H 0.40914 -1.07267 3.77284 0.324
H 1.20583 -0.11972 -0.30924 0.409
H -1.20083 -0.10872 -1.78046 0.346
H 0.47084 0.55996 -3.85055 0.344
H -1.72415 -2.75561 0.88151 0.311
H -0.71292 1.59055 -1.78838 0.305
H 1.90209 -1.42749 3.76108 0.327
H -2.50834 -1.52749 1.14748 0.303
H 0.88892 1.90874 0.98245 0.329

22
Properties=species:S:1:pos:R:3:mulliken_charge:R:1 method="wB97M-V/def2-TZVPD" de_lowest_kj_mol=239.5 gap_ha=0.326 total_charge=+1
S -0.89303 -0.61677 0.28548 -0.064
S -0.78031 0.54208 -1.26068 -0.050
O -0.08488 -5.30924 -1.15220 -0.596
O 0.65378 4.87625 2.01446 -0.612
N 1.11017 1.58322 1.26504 -0.305
C 0.63563 -0.79204 1.21081 -0.576
C -0.85826 -0.67460 -2.59970 -0.951
C 1.63470 0.27269 1.07146 -0.682
H -0.39102 -6.15613 -1.21653 0.305
H 0.24501 -0.96441 2.15798 0.402
H 1.13451 -1.83492 0.99154 0.333
H -1.16350 -0.10791 -3.58714 0.284
H 2.49636 0.13684 1.67244 0.423
H 0.43127 1.99467 0.58955 0.301
H -0.79611 -4.73813 -1.32085 0.293
H 2.12627 0.18209 0.00965 0.300
H 0.87073 5.70164 1.68609 0.300
H 1.99650 2.18253 1.38623 0.408
H -1.48530 -1.52610 -2.53236 0.350
H -0.12443 5.06952 2.60032 0.333
H 0.62162 1.83614 2.23326 0.402
H 0.01666 -1.03572 -2.91601 0.402

22
Properties=species:S:1:pos:R:3:mulliken_charge:R:1 method="wB97M-V/def2-TZVPD" de_lowest_kj_mol=245.2 gap_ha=0.299 total_charge=+1
S -2.52531 0.59440 0.62579 -0.044
S -2.42039 2.09522 1.89789 -0.158
O 1.66799 -3.17214 1.36716 -0.655
O 1.36298 2.27056 2.04609 -0.564
N -0.34839 -1.34961 -0.16686 -0.289
C -0.69847 -0.44118 -1.33740 0.113
C 0.55226 0.10464 -2.10968 -1.269
C -1.43703 0.88514 -0.67427 -0.806
H 1.18412 0.76607 -1.49225 0.390
H 1.61773 3.20449 2.16168 0.304
H -1.06189 -2.07398 0.16413 0.369
H -1.31970 -1.01221 -2.15463 0.233
H 1.18376 -0.82403 -2.52078 0.340
H -1.87474 1.27901 -1.51713 0.470
H 0.47621 -1.90726 -0.50367 0.393
H -1.72635 3.12696 1.43275 0.161
H -0.49704 1.55680 -0.42909 0.369
H 1.38128 2.00953 2.90003 0.286
H -0.11990 -0.91030 0.72093 0.318
H 2.57800 -2.95107 1.67022 0.335
H 0.34621 0.76938 -2.98131 0.368
H 1.67866 -4.02045 0.90041 0.335

22
Properties=species:S:1:pos:R:3:mulliken_charge:R:1 method="wB97M-V/def2-TZVPD" de_lowest_kj_mol=128.7 gap_ha=0.341 total_charge=-1
O 1.78939 0.99391 0.36743 -1.048
O 3.09531 -1.06514 1.18483 -0.748
O 0.70504 -1.24969 -0.25649 -0.663
O 0.39278 2.28937 2.03649 -0.772
N -0.69703 0.02088 -2.29125 -0.649
C -0.64911 -1.57205 -0.44901 -0.696
C -1.87059 0.61323 -0.05669 -0.919
C -1.43775 -0.38160 -1.11997 0.167
H -1.10603 0.64851 0.71840 0.022
H -2.71151 0.15572 0.51052 0.332
H 0.31972 -0.06508 -2.08679 0.369
H 2.74290 0.95216 0.41356 0.105
H -0.09743 1.67153 2.57965 0.250
H 2.31768 -1.64470 1.21049 0.298
H -2.41155 -0.83605 -1.48620 0.219
H -1.00853 0.96379 -2.51538 0.244
H -2.09726 1.57767 -0.47633 0.343
H 0.90756 1.70456 1.30645 0.489
H -1.14760 -1.95507 0.44727 0.299
H 1.03104 -0.22297 -0.11489 0.527
H -0.73024 -2.46093 -1.05249 0.365
H 2.66322 -0.13807 1.13041 0.466